(1)
A molecular structure, C52H60BBiN6PS2. Source: the OMol25 dataset; level of theory: ωB97M-V/def2-TZVPD.

XYZ file:
```
123
Properties=species:S:1:pos:R:3
Bi -0.064 0.344 -0.214
S 4.105 2.298 -1.845
S 1.554 2.389 -0.176
P 0.792 -2.835 0.084
N 2.499 -0.110 0.686
N 0.198 -0.215 2.092
N 3.451 0.444 -0.121
N -2.332 2.815 1.021
N -2.884 1.859 -0.976
N -2.031 -1.976 -0.674
C -0.542 -5.320 0.032
C 1.691 -3.505 -3.858
C 0.037 4.355 3.427
C -1.187 6.086 0.834
C -6.828 0.132 -1.774
C -4.472 -0.624 -3.240
C -0.653 -3.935 -0.119
C -1.525 3.025 4.647
C -3.099 0.976 -2.091
C 1.736 -3.743 1.362
C -5.449 0.409 -1.173
C 1.465 -0.612 4.068
C -3.886 0.777 2.955
C -0.909 -0.815 4.113
C 0.299 1.161 -3.815
C -2.910 -5.570 -0.223
C 1.116 -3.844 2.611
C -0.916 -0.476 2.772
C -2.348 -0.021 -4.147
C 1.764 -4.440 3.678
C 0.303 -0.878 4.775
C -3.715 2.956 -0.738
C -1.737 3.219 2.269
C -1.656 -6.135 -0.018
C -3.391 3.514 0.441
C 2.973 -2.988 -3.974
C 1.385 -0.298 2.724
C 3.054 -4.932 3.520
C -3.029 -4.206 -0.418
C -3.492 -0.788 -4.206
C 1.693 -3.029 -1.488
C -0.954 1.827 -3.232
C 3.612 -2.478 -2.853
C 4.143 3.992 -1.207
C -3.605 2.074 3.710
C 1.055 -3.527 -2.625
C -1.903 -3.385 -0.383
C 2.583 0.038 1.938
C 1.182 5.368 0.977
C 3.065 1.556 -0.624
C -2.137 0.885 -3.107
C 2.973 -2.487 -1.622
C -1.356 3.026 -4.100
C -0.640 4.097 2.239
C -4.311 0.258 -2.178
C -4.751 3.071 3.483
C -2.246 2.738 3.488
C 3.025 -4.240 1.213
C -5.238 -0.481 0.049
C -0.378 3.796 4.622
C -0.263 4.867 0.984
C 3.680 -4.831 2.288
B -1.943 1.775 0.109
H 3.471 -2.978 -4.934
H 3.564 -5.400 4.352
H -0.420 4.221 0.117
H 0.105 -3.467 2.740
H 0.165 3.995 5.536
H 4.680 -5.221 2.155
H -2.194 3.569 -3.662
H -5.387 -1.191 -3.323
H -1.611 -0.098 -4.935
H -3.372 -0.076 3.398
H -4.000 -3.768 -0.615
H 0.433 -5.752 0.220
H 1.180 1.757 -3.579
H -0.717 2.252 -2.253
H -4.954 0.554 2.985
H 1.263 -4.526 4.634
H -3.792 -6.196 -0.253
H 2.436 -0.659 4.541
H -5.008 3.139 2.427
H 0.237 1.103 -4.903
H 1.184 -3.901 -4.728
H 4.644 4.023 -0.242
H -5.462 1.439 -0.820
H -4.464 3.265 -1.448
H -1.553 -7.204 0.110
H 1.449 5.688 -0.031
H 3.472 -2.043 -0.770
H -3.643 -1.483 -5.020
H 1.297 6.235 1.631
H -5.225 -1.531 -0.250
H -0.888 6.678 -0.032
H 0.347 -1.128 5.826
H 4.715 4.573 -1.929
H -4.300 -0.232 0.541
H -3.618 1.831 4.775
H -1.896 2.652 5.594
H -2.229 5.807 0.705
H 0.058 -3.944 -2.552
H 0.891 5.015 3.420
H 4.606 -2.059 -2.934
H -3.837 4.367 0.920
H -1.650 2.688 -5.095
H -2.969 -1.675 -0.435
H -4.495 4.066 3.845
H -5.642 2.735 4.015
H -6.041 -0.344 0.774
H -6.993 -0.934 -1.941
H 1.892 4.605 1.290
H -3.596 0.866 1.911
H -6.973 0.653 -2.720
H 3.522 -4.189 0.253
H -1.963 -1.834 -1.682
H 3.443 0.490 2.431
H -1.837 -0.395 2.213
H -7.598 0.471 -1.081
H 0.454 0.144 -3.444
H -1.111 6.720 1.720
H -0.516 3.714 -4.205
H 3.139 4.403 -1.136
H -1.843 -1.004 4.622
```

The calculation puts the LUMO energy at -3.09 eV. The calculation puts the orbital gap at 6.9 eV. Its net charge is +1.

(2)
A molecular structure, C28H31Cl5CrN7O4S3SbSe4. Source: the OMol25 dataset; level of theory: ωB97M-V/def2-TZVPD.

XYZ file:
```
84
Properties=species:S:1:pos:R:3
Sb 5.298 -0.983 2.558
Se 5.245 -2.100 4.714
Se 7.399 -1.331 1.488
Se 5.931 0.392 4.491
Se 3.274 -0.811 1.366
Cr 1.546 -0.543 0.508
Cl -5.360 1.740 2.684
Cl -1.671 -3.967 2.719
Cl -3.406 3.964 -3.458
Cl -4.228 -1.309 -3.903
Cl 1.038 -2.810 2.747
S 1.992 -2.317 -0.464
S -1.625 -4.133 -1.200
S -3.631 1.538 5.109
O -2.592 2.955 0.865
O -2.046 -5.471 -0.947
O -2.507 -3.029 -0.913
O 0.932 0.485 2.564
N 2.568 1.616 3.608
N -0.660 -0.857 0.754
N -0.447 2.693 -1.015
N 1.003 0.420 4.805
N -0.222 -3.730 -0.349
N 3.246 0.525 -1.595
N 0.800 1.033 -0.327
C -0.369 1.791 -2.063
C 0.607 -3.175 -1.161
C -3.086 3.842 1.869
C 0.305 -3.233 -2.613
C -0.035 -4.073 3.392
C -3.506 2.408 -2.685
C -1.998 3.247 4.142
C 1.479 0.825 3.607
C 6.303 -0.571 -3.059
C -3.816 1.319 -3.481
C 4.361 0.308 -1.713
C -3.037 3.118 3.173
C 1.080 -2.850 -3.689
C 0.394 0.761 -1.623
C -0.564 -3.872 -5.145
C -2.195 2.464 5.233
C -1.372 -4.202 -4.061
C -0.915 -3.874 -2.804
C -3.280 2.270 -1.317
C -2.733 3.400 -0.465
C -1.332 3.853 -0.934
C 0.256 2.183 0.002
C -3.970 2.210 3.566
C -3.945 0.071 -2.900
C -3.510 1.019 -0.754
C 5.775 -0.037 -1.720
C -3.856 -0.078 -1.527
C 0.630 -3.189 -4.965
H 7.312 -0.942 -2.898
H 3.035 1.799 2.747
H -0.923 4.541 -0.197
H -2.316 -4.718 -4.192
H 3.134 1.752 4.423
H -2.472 4.747 1.918
H -1.581 2.386 6.117
H 0.368 2.635 0.972
H -0.093 -3.931 4.462
H -4.114 4.122 1.629
H -0.995 -1.807 0.877
H 0.386 -5.034 3.131
H -3.945 1.444 -4.548
H -0.816 1.953 -3.030
H -3.406 4.261 -0.534
H -3.432 0.922 0.320
H 6.318 0.208 -3.820
H 0.676 -0.113 -2.177
H -1.381 4.327 -1.907
H -1.155 3.914 4.018
H -1.047 -0.326 1.524
H -0.872 -4.160 -6.142
H 1.239 -2.931 -5.822
H 6.369 0.802 -1.365
H 1.554 0.543 5.635
H 0.197 -0.175 4.846
H -4.019 -1.046 -1.074
H 5.905 -0.826 -0.979
H -1.172 -0.539 -0.064
H 5.681 -1.387 -3.422
H 2.015 -2.322 -3.557
```

The spin multiplicity is 4. The calculation puts the LUMO energy (spin up / spin down) at -4.31 / -3.94 eV. The calculation puts the orbital gap (spin up / spin down) at 6.0 / 6.4 eV. The relative energy (zero: lowest compared OMol25 entry of this formula, charge and spin) is 108.71 kcal/mol. As for the expectation value of S²: 3.79. Its net charge is +1.

| no. | calculated total energy (Eh) |
| --- | --- |
| 1 | -3723.11745 |
| 2 | -16155.57844 |